DFT (the ωB97M-V functional and the def2-TZVPD basis) results for a molecular structure, C42H55CsGe2N5O3S2 in a non-equilibrium geometry.

CARTESIAN COORDINATES (ANGSTROEM)
Cs -0.2646 -0.0016 -0.4606
C -0.3740 3.5782 1.2668
O -0.6413 2.8817 0.0631
C -0.1452 3.5205 -1.0968
C 1.3462 3.3332 -1.3282
O 1.5672 2.0485 -1.8865
C 2.9354 1.7472 -2.1046
C 3.6000 1.0795 -0.9141
O 2.9914 -0.1731 -0.6809
C 3.6957 -0.9510 0.2663
H -0.5738 4.6482 1.1561
H 0.6589 3.4456 1.6038
H -1.0423 3.1750 2.0255
H -0.3644 4.5932 -1.0645
H -0.6808 3.0802 -1.9412
H 1.8972 3.4533 -0.3879
H 1.6887 4.1040 -2.0288
H 3.4959 2.6528 -2.3589
H 2.9721 1.0651 -2.9544
H 3.5264 1.7145 -0.0198
H 4.6638 0.9464 -1.1482
H 4.7418 -1.0815 -0.0300
H 3.2101 -1.9243 0.3010
H 3.6672 -0.4891 1.2601
N -4.8049 -0.3381 -2.2325
C -4.2422 -0.1697 -3.4788
C -4.7626 -0.2676 -4.7634
C -3.8908 -0.0225 -5.8049
C -2.5499 0.3162 -5.5726
C -2.0376 0.4093 -4.2948
C -2.8969 0.1503 -3.2266
N -2.6679 0.1571 -1.8621
C -3.8203 -0.1262 -1.3095
C -4.0872 -0.1715 0.1223
C -5.3165 -0.0157 0.6993
S -5.1894 -0.1151 2.3977
C -3.4926 -0.3427 2.2289
N -3.0591 -0.3525 1.0112
H -5.7479 -0.6226 -2.0359
H -5.8005 -0.5239 -4.9321
H -4.2492 -0.0884 -6.8234
H -1.9099 0.5103 -6.4230
H -1.0016 0.6827 -4.1315
H -6.2672 0.1756 0.2282
H -2.8613 -0.4871 3.0950
C 1.0898 -4.5020 2.9697
C 1.2280 -3.2669 2.0792
Ge 0.2520 -3.5647 0.3598
C -1.6890 -3.7434 0.8213
C -2.1506 -5.2011 0.7914
C 0.9778 -5.1697 -0.5153
C 1.3061 -4.8607 -1.7781
Ge 0.7014 -2.9770 -2.0798
C -1.0537 -2.9580 -3.0408
C -1.4009 -4.3124 -3.6624
C 1.9672 -1.8235 -3.1313
C 1.9266 -2.1453 -4.6261
C 1.9572 -5.7812 -2.7259
C 1.5003 -7.0897 -2.8874
C 2.1481 -7.9607 -3.7498
C 3.2645 -7.5391 -4.4578
C 3.7261 -6.2390 -4.3081
C 3.0704 -5.3643 -3.4566
H 1.5330 -4.3219 3.9509
H 1.5945 -5.3606 2.5257
H 0.0413 -4.7655 3.1249
H 2.2805 -3.0673 1.8730
H 0.8123 -2.3845 2.5680
H -2.2726 -3.1488 0.1129
H -1.8473 -3.3054 1.8104
H -1.9142 -5.6675 -0.1668
H -3.2288 -5.2785 0.9448
H -1.6606 -5.7828 1.5738
H 1.1797 -6.1507 -0.0874
H -1.0222 -2.1844 -3.8111
H -1.8329 -2.6640 -2.3307
H -0.6072 -4.6553 -4.3283
H -2.3250 -4.2446 -4.2396
H -1.5395 -5.0723 -2.8911
H 2.9654 -1.9724 -2.7191
H 1.7059 -0.7746 -2.9748
H 2.0519 -3.2120 -4.8183
H 2.7278 -1.6196 -5.1491
H 0.9788 -1.8334 -5.0680
H 0.6267 -7.4160 -2.3362
H 1.7794 -8.9711 -3.8710
H 3.7733 -8.2202 -5.1273
H 4.5981 -5.9066 -4.8567
H 3.4348 -4.3514 -3.3281
S 0.8294 0.5991 7.8363
C 0.8297 0.4304 6.0575
C -0.2394 0.8902 5.2981
C -0.1787 0.7390 3.9230
N 0.8477 0.1813 3.2828
C 1.8617 -0.2605 4.0222
C 1.8974 -0.1697 5.4061
C 0.8452 2.3953 7.8811
C -0.3050 3.1112 8.1683
C -0.2174 4.4985 8.1865
N 0.9058 5.1638 7.9476
C 2.0036 4.4629 7.6833
C 2.0290 3.0754 7.6403
H -1.0907 1.3562 5.7753
H -1.0014 1.0761 3.2988
H 2.6897 -0.7057 3.4811
H 2.7369 -0.5592 5.9657
H -1.2391 2.6094 8.3802
H -1.0912 5.1022 8.4066
H 2.9060 5.0372 7.5052
H 2.9448 2.5415 7.4262

Cartesian forces, eV/Å:
0.846 0.057 0.638
0.015 0.031 0.074
-0.013 0.094 0.073
0.238 0.036 -0.156
-0.201 0.087 0.002
-0.076 -0.013 0.094
0.172 -0.176 0.128
-0.090 0.135 -0.095
-0.031 0.102 -0.011
-0.020 0.006 -0.022
-0.027 -0.014 -0.019
0.001 -0.008 -0.031
0.022 0.004 0.001
-0.065 -0.020 0.035
-0.020 0.073 -0.005
0.020 0.025 -0.019
0.057 -0.019 0.010
-0.035 0.010 -0.046
0.025 0.031 -0.022
0.026 -0.027 0.023
0.016 0.016 0.030
-0.011 -0.003 -0.010
0.018 0.011 0.019
-0.013 -0.006 -0.009
-0.004 0.024 0.137
0.316 0.049 -0.076
-0.071 -0.034 0.045
-0.083 -0.030 0.007
0.045 0.019 -0.020
0.092 0.015 0.015
-0.441 -0.079 -0.222
-0.571 0.141 -0.142
-0.026 0.003 -0.391
-0.353 0.057 0.341
0.042 -0.053 0.028
0.230 -0.014 -0.128
-0.324 -0.046 0.172
0.286 0.020 -0.144
-0.016 -0.027 0.000
0.022 0.011 -0.064
0.000 0.005 0.009
0.025 0.006 0.024
0.002 -0.022 0.040
0.026 -0.003 -0.020
-0.002 -0.005 -0.030
-0.054 0.085 -0.071
-0.129 0.185 -0.465
0.141 -0.366 -0.068
0.278 0.113 -0.152
0.017 0.071 0.000
-0.112 0.136 0.169
-0.051 0.320 -0.163
0.085 -0.571 0.027
0.187 0.013 0.168
0.042 0.099 0.056
-0.325 -0.182 0.395
-0.099 -0.080 0.094
0.051 -0.109 -0.078
0.009 0.042 0.013
-0.008 0.003 -0.010
0.018 -0.030 -0.039
0.005 0.022 -0.010
-0.047 -0.021 0.053
-0.001 -0.042 0.011
-0.040 -0.038 0.026
0.017 -0.039 0.029
-0.021 0.020 0.034
0.021 0.018 -0.004
-0.005 0.023 0.032
-0.004 0.025 -0.015
-0.010 -0.034 0.020
0.004 -0.021 0.010
0.001 -0.053 -0.044
-0.035 -0.043 -0.056
0.012 0.014 0.025
-0.001 0.041 -0.027
-0.039 -0.055 -0.016
0.003 -0.051 -0.012
0.039 -0.036 -0.032
0.003 0.080 0.024
0.065 -0.024 0.077
-0.017 0.028 -0.053
-0.025 0.007 -0.037
0.005 -0.043 -0.036
-0.001 -0.003 -0.001
0.005 -0.001 0.003
-0.012 -0.001 0.003
0.000 -0.004 0.003
0.025 -0.020 -0.019
-0.012 0.205 -0.158
0.017 -0.016 0.138
0.081 -0.030 -0.059
-0.069 0.029 0.060
0.005 0.011 -0.211
-0.039 0.006 -0.018
-0.036 -0.046 0.030
0.017 -0.328 0.044
0.037 0.075 0.026
-0.021 -0.053 0.025
-0.008 0.176 -0.016
-0.006 -0.123 0.000
-0.017 0.152 -0.016
-0.029 0.008 -0.039
0.022 0.044 0.030
-0.018 -0.041 0.043
0.029 0.055 -0.014
0.002 -0.008 -0.002
-0.005 -0.037 0.001
0.003 -0.029 -0.008
0.003 -0.002 0.017

Summary:
Energy above the lowest of the compared OMol25 structures with the same formula, charge and spin ... 0.138 eV
F_max ... 1.1 eV/A
Highest occupied orbital energy ... -10.222 eV
M ... 1020.2 g/mol
LUMO level ... -2.10 eV
Net charge ... +1
Multiplicity ... 1
E ... -193284.0564 eV

Here are the Mulliken charges for atoms 1 to 6, given in e:
1 Cs 1.90
2 C -0.76
3 O -0.14
4 C -0.77
5 C -0.44
6 O -0.01